(1)
{"formula": "C15H13N3O3", "method": "ωB97M-V/def2-TZVPD", "species": ["H", "C", "C", "C", "H", "H", "H", "H", "O", "C", "C", "C", "H", "C", "N", "H", "C", "C", "C", "N", "H", "H", "N", "C", "O", "H", "C", "H", "O", "H", "C", "H", "C", "C"], "xyz": [[-3.81905, 6.15372, 0.31030], [-4.15114, 5.27100, -0.19967], [-3.93829, 3.23530, -0.89309], [3.54012, -2.61234, 0.59470], [0.86877, -0.73016, 1.44901], [-5.86317, 3.08171, -1.90330], [-6.13304, 5.64317, -1.03143], [2.40538, -0.65862, 3.15849], [-0.86332, -2.09342, -1.76897], [-5.16865, 3.66117, -1.33323], [-5.30054, 4.98831, -0.87767], [-3.29713, 1.97160, -1.07148], [4.74441, -3.60687, 2.05368], [2.72312, -1.76297, 1.35050], [-3.76952, 0.94326, -1.70690], [5.37176, -3.69909, 0.40457], [1.50094, -1.35882, 0.83629], [1.87175, -2.65472, -1.14767], [-1.85659, 0.43437, -0.95723], [-0.68512, -0.15128, -0.58956], [3.33941, -2.14317, 3.36311], [1.52226, -3.00201, -2.10741], [-2.85296, -0.03746, -1.63384], [-0.24405, -1.40771, -1.00059], [-2.05862, 1.71658, -0.55685], [-0.07113, 0.42972, -0.03640], [3.16077, -1.29450, 2.70414], [5.50604, -2.19801, 1.32818], [-3.32177, 4.21975, -0.20259], [3.71952, -3.71317, -1.22753], [4.86790, -3.05652, 1.12146], [4.09064, -0.73110, 2.63260], [1.06529, -1.78881, -0.41455], [3.09602, -3.04890, -0.64708]], "max_force_ev_per_a": 1.88, "homo_energy_ev": -8.157, "spin_multiplicity": 1, "de_lowest_kcal_mol": 0.0, "smiles": "Cc1ccc(C(=O)Nc2nnc(-c3ccco3)o2)cc1C"}

(2)
{"formula": "C53H41Cl4N5O4P2PbS", "method": "ωB97M-V/def2-TZVPD", "species": ["C", "S", "H", "Pb", "H", "C", "C", "C", "H", "H", "C", "Cl", "H", "H", "C", "H", "C", "C", "H", "C", "H", "C", "O", "C", "C", "C", "C", "C", "H", "Cl", "H", "H", "O", "H", "Cl", "N", "C", "C", "H", "H", "C", "C", "C", "O", "O", "P", "H", "H", "C", "C", "H", "N", "C", "C", "C", "H", "H", "H", "C", "H", "C", "H", "C", "C", "C", "C", "C", "C", "H", "H", "C", "C", "H", "N", "C", "C", "H", "H", "C", "H", "H", "C", "H", "H", "C", "H", "C", "P", "H", "N", "C", "C", "N", "C", "Cl", "C", "C", "C", "C", "H", "C", "H", "C", "C", "H", "H", "C", "H", "H", "H", "C"], "xyz": [[0.76667, -4.03940, -0.95903], [-3.87150, 3.20097, -2.27942], [4.76433, 2.59112, -4.37520], [-1.78200, 0.39621, 1.30153], [0.16594, 5.28338, -0.45840], [-0.63521, -5.99005, -0.90490], [-1.43490, 3.77668, -2.61544], [-1.33940, -3.97466, 0.19665], [-2.86125, -3.89482, 3.03943], [2.40797, 0.04872, 0.93177], [0.07618, -3.67689, 4.68968], [-7.65314, -1.91997, -2.49657], [-3.11917, 3.09495, 0.06474], [-0.67284, -6.95619, 5.10302], [-1.88686, -5.53042, 4.05217], [3.57154, 7.75855, 0.41175], [1.71949, -1.94883, 1.23829], [1.99696, -3.16041, 1.87143], [1.27660, -5.89822, -1.88941], [1.49954, 1.88521, -3.80785], [-2.50549, 0.78595, -3.16892], [3.99935, 1.48897, -2.69712], [-2.09788, -1.29296, -0.70186], [-1.13948, -1.88791, 3.37162], [-5.99270, -1.71450, -2.02634], [-1.91130, 0.13379, -3.79764], [-1.71194, -1.26447, -5.74324], [4.14826, -2.34276, 2.58173], [4.97716, 1.31711, -2.26200], [-5.46657, -3.93815, -3.48695], [-3.47665, -0.15186, -5.23137], [2.26497, 5.07062, 5.05558], [-1.18797, 2.71070, 1.92934], [-0.46340, 4.03189, -3.01594], [-6.79471, 0.54555, -0.73521], [-1.56677, 3.59262, -1.26246], [1.59952, 1.15347, -2.62282], [1.19405, 5.39534, -0.13923], [1.74437, 2.24796, 0.63103], [0.82285, -2.93119, 4.92263], [-0.62163, -0.19848, -3.40335], [2.64886, -0.91625, 1.36214], [3.85385, -1.10777, 2.01992], [-3.93763, 0.61640, -0.12122], [-2.15890, -1.63068, 2.63985], [0.12755, -1.60997, 0.32157], [-2.14734, -1.70226, -6.63344], [0.69681, 6.38214, 3.63470], [-2.45777, -0.39920, -4.95757], [-5.60711, -0.62633, -1.23425], [0.17440, -2.27067, -5.97119], [0.86091, -0.86019, -1.05499], [-0.26608, 4.65612, 2.84163], [-1.56850, -5.29915, -0.14919], [0.12595, -1.05509, -4.21019], [0.33294, 2.96343, 0.00585], [2.09959, 2.61174, 5.06430], [4.56358, -0.29296, 2.10739], [0.51518, 2.49456, 3.62823], [-2.06676, -3.41084, 0.76878], [1.43929, 3.19386, 4.42729], [-2.48439, -5.78712, 0.16072], [2.62469, 2.39821, -4.43562], [2.86845, 0.97864, -2.07276], [1.79293, 6.63928, -0.07442], [-5.03909, -2.63181, -2.42457], [-3.30846, -1.42289, -1.15114], [-4.28167, -0.41487, -0.80008], [0.52259, 2.02700, -4.25659], [1.26009, -3.95345, 1.85906], [1.53692, 4.56471, 4.43369], [-0.35788, 3.23439, 2.75836], [1.10549, 0.68534, 4.64026], [1.34351, 2.99345, 0.08644], [-1.01800, -3.28460, 3.91719], [-2.78224, 3.29369, -0.94196], [1.14508, -1.30548, -3.93035], [-2.72369, 3.69523, -4.39474], [-2.57695, 3.61414, -3.32971], [1.04253, -5.28710, 5.72568], [-2.65610, -6.25359, 3.80718], [0.19040, -4.98672, 5.12649], [3.78591, 3.50977, 0.95601], [4.85150, 5.72778, 1.03221], [0.47007, 1.06405, 3.83411], [2.52508, 2.93802, -5.37043], [3.20557, -3.35993, 2.52313], [0.04964, 0.47179, -1.81817], [1.22551, 7.51919, -0.35693], [-0.27011, 0.20201, 3.23814], [-3.71444, -2.48061, -1.97230], [-0.78375, -5.92265, 4.79548], [-0.16762, -1.08525, 3.73871], [1.90319, 4.23989, 0.22422], [-2.52917, -3.65743, -2.45341], [3.11034, 6.78022, 0.35149], [3.22799, 4.39123, 0.65681], [3.88179, 2.20050, -3.88181], [0.65176, 5.29827, 3.63156], [5.09544, -2.50702, 3.08188], [-0.17476, -3.33744, -0.20985], [-0.94872, 5.22234, 2.21908], [-0.41299, -1.58628, -5.36979], [-2.00534, -4.21735, 3.61765], [1.69121, -3.55972, -1.26269], [-0.82646, -7.01408, -1.20421], [3.81961, 5.64131, 0.71015], [2.97529, 0.41052, -1.15932], [3.40938, -4.31778, 2.98843], [1.18103, -1.54136, -1.73750], [0.53702, -5.36100, -1.30711]], "max_force_ev_per_a": 1.36, "homo_energy_ev": -1.620, "spin_multiplicity": 1, "de_lowest_kcal_mol": 0.0, "total_charge": -2}

(3)
{"formula": "C28H45AsN4O5PbS2Si2", "method": "ωB97M-V/def2-TZVPD", "species": ["H", "C", "H", "N", "Si", "C", "C", "C", "H", "C", "H", "H", "C", "H", "H", "H", "S", "H", "H", "H", "C", "H", "H", "H", "H", "H", "Pb", "H", "H", "C", "H", "H", "H", "H", "H", "H", "C", "O", "C", "C", "C", "H", "H", "C", "O", "C", "C", "C", "C", "C", "H", "H", "C", "C", "H", "H", "N", "S", "H", "O", "O", "C", "C", "H", "H", "H", "H", "N", "H", "H", "H", "H", "Si", "As", "H", "C", "O", "H", "C", "C", "C", "H", "H", "C", "N", "C", "H", "H"], "xyz": [[-4.50487, -1.65958, -5.65252], [4.15119, -0.73142, -2.38598], [-1.61296, -0.00461, 4.84065], [4.24223, 0.06798, -1.25719], [0.37304, -0.06116, 3.32571], [-0.58960, -0.37172, 4.93618], [-1.29237, -4.27091, 0.65251], [-7.39065, -1.32229, 1.60615], [-6.60315, -0.46415, -6.17261], [-4.94923, -1.00112, -4.91793], [6.29229, 0.13206, -0.88473], [3.05360, 1.92334, 0.43763], [-6.12614, -0.32798, -5.21093], [0.46402, 2.68782, -0.67977], [1.62054, -3.02965, -0.11524], [4.84342, 6.47825, 0.02807], [6.33346, 3.08157, 0.19964], [-3.42039, -1.33613, -3.43010], [2.68350, -0.99861, 2.78903], [-7.60983, 1.05062, -4.50681], [-6.66495, -0.18481, 1.92604], [1.00451, 2.25030, 4.05197], [-0.64274, -1.44413, 5.13638], [-0.12846, 0.11252, 5.80006], [-5.11414, 1.16679, 1.28784], [7.01965, 5.30066, 0.26835], [-0.57485, -0.84950, -1.06339], [-0.51638, 2.25606, 3.15651], [1.99868, -1.69742, 4.24663], [-7.13868, -2.00040, 0.42076], [-2.31178, -4.18407, 1.03542], [6.37947, 4.87693, -1.33495], [-7.69154, -2.89970, 0.18307], [-8.15518, -1.68305, 2.28146], [-1.30339, -3.94416, -0.39023], [5.25562, 0.72795, 0.41716], [1.62066, -3.37447, 0.92116], [7.72439, 2.72574, 0.26208], [-5.69464, 0.28309, 1.05207], [0.30972, 2.40686, -1.72527], [0.48965, 1.83250, 3.18479], [0.10866, 3.29896, -2.32130], [-1.01379, -5.32636, 0.66906], [-4.91890, 0.01792, -2.75218], [-1.84523, 1.73413, -2.36039], [-4.34132, -0.82532, -3.68298], [-6.17354, -1.53412, -0.45692], [-5.45801, -0.38956, -0.13749], [-6.69436, 0.52346, -4.27234], [5.40365, 0.70819, -0.66228], [1.22225, 1.92018, -2.07749], [2.34403, -2.76830, 1.47085], [2.83614, -1.10580, -2.49387], [-6.09109, 0.70096, -3.03780], [1.97607, -4.40700, 0.93285], [6.24937, 2.19482, -2.01780], [-3.01368, -0.93264, -1.02562], [-4.09056, 0.23692, -1.15234], [4.64679, 5.15295, 1.18380], [4.99129, -1.86087, -4.13074], [6.30161, -0.50311, -3.08413], [2.99215, 0.14683, -0.75232], [4.84606, 5.39516, 0.14221], [4.62212, 2.61765, -1.38202], [2.69790, -0.08256, 4.29491], [0.14771, -5.08850, 3.32463], [1.56409, 0.94036, 0.56994], [2.13326, -0.55163, -1.48250], [-5.98303, -2.05776, -1.38651], [-6.53331, 1.35872, -2.29884], [-0.97426, -3.87009, 3.94015], [-6.84875, 0.33203, 2.85854], [-0.11085, -3.20572, 1.68987], [-1.00635, -1.03754, 1.67401], [0.76509, -3.58593, 4.00935], [6.19580, 4.82410, -0.26169], [5.51502, 2.84927, 1.36542], [2.37942, -1.72492, -3.24752], [-0.03475, -4.01523, 3.40354], [2.10659, -0.76834, 3.68492], [-0.83018, 1.40941, -1.77694], [1.01703, 2.17326, 2.29252], [-3.47253, -1.83144, -0.92145], [5.58076, 2.14664, -1.16096], [5.22252, -1.05554, -3.25078], [2.64619, 0.91148, 0.46891], [4.03927, 4.98327, -0.46510], [3.05999, 0.43166, 1.35716]], "max_force_ev_per_a": 1.30, "homo_energy_ev": -6.611, "spin_multiplicity": 1, "de_lowest_kcal_mol": 19.3}

(4)
{"formula": "C55H64BaN9O2", "method": "ωB97M-V/def2-TZVPD", "species": ["N", "C", "H", "H", "H", "H", "C", "H", "C", "H", "H", "C", "H", "C", "H", "C", "H", "C", "C", "C", "C", "H", "H", "H", "H", "H", "H", "C", "H", "C", "H", "C", "H", "C", "H", "H", "C", "C", "C", "H", "Ba", "C", "C", "C", "H", "C", "C", "H", "H", "H", "H", "H", "C", "C", "C", "H", "H", "H", "C", "H", "C", "C", "H", "H", "H", "H", "C", "C", "N", "N", "H", "C", "C", "C", "H", "C", "C", "H", "H", "H", "N", "H", "C", "H", "C", "O", "N", "C", "H", "H", "H", "C", "H", "H", "C", "H", "H", "C", "H", "C", "H", "N", "H", "H", "H", "C", "C", "C", "H", "H", "H", "O", "H", "H", "C", "C", "N", "C", "H", "C", "N", "C", "H", "C", "H", "C", "C", "H", "N", "C", "C"], "xyz": [[4.97530, 5.43310, 0.21340], [-6.02470, -2.31320, 0.31620], [0.44220, 1.97770, -5.59720], [-4.72660, -0.72620, -4.10220], [0.55430, -2.15700, -5.47680], [0.55400, -2.08620, -3.11320], [0.01570, -1.23950, -3.54160], [3.64920, -2.88230, -1.59960], [1.46610, -3.40150, -0.12650], [0.29090, 6.69270, -0.20500], [-4.49850, 3.88630, 1.53100], [2.17850, 5.69070, -0.05460], [-1.00300, -1.26900, -3.15520], [4.76490, 3.00190, 0.02680], [2.41610, 3.77450, 6.73020], [2.20550, 2.80430, 4.82900], [-7.72760, -1.45140, -0.64960], [6.45150, 4.64980, 1.84990], [-1.49330, 0.87790, 3.29510], [-5.88810, -0.70030, -1.43770], [-1.95910, -2.80590, -0.74400], [-2.92620, -3.20190, 1.37150], [2.45280, -1.45600, 1.67320], [4.43680, 0.91480, -0.18920], [-6.62920, -2.93470, 0.96410], [-3.94330, -3.59790, 3.53770], [2.78770, 6.58070, 0.02080], [2.07770, -0.03240, -5.06070], [-3.74230, 2.57580, 3.79080], [-2.85710, 2.69550, 0.64200], [2.84700, -5.12700, 1.32830], [3.97260, 1.88480, -0.09260], [4.88070, -3.30870, -0.40080], [-0.02200, 1.09050, -5.15730], [-2.63270, -3.58250, -1.13750], [1.71630, -5.51900, -0.79740], [1.68610, 1.72370, 4.14010], [7.32830, 3.25730, 4.12780], [3.07870, -4.09860, 1.59700], [8.54060, 4.95110, 1.45360], [-0.22380, 0.09630, 0.37090], [-4.48520, -2.99730, 2.80890], [2.55740, 1.94750, -0.06730], [-2.27040, 1.64360, 2.41990], [2.89430, -1.04100, 0.02040], [-6.64950, -1.48410, -0.59260], [1.27180, 1.97060, 6.87140], [-3.87840, -5.08790, 0.11790], [4.13370, -1.59250, 1.15340], [4.11050, -4.05580, 1.94440], [1.10620, 2.06270, 7.93560], [-5.14720, 1.56580, -3.05430], [1.09140, -4.65140, -0.66700], [2.00540, 2.92910, 6.19550], [-3.70930, 3.16250, 1.65140], [7.57050, 1.43060, 6.81360], [-2.66890, 0.13120, -1.99420], [4.48370, 4.18690, 2.57590], [4.22810, 4.29330, 0.09490], [0.47540, 2.04010, -3.23750], [0.73610, 0.89810, 6.17980], [0.81370, 5.74840, -0.17330], [3.77470, -4.53940, -1.02030], [-3.91560, -5.44730, 1.83960], [-3.24200, -1.58280, -3.69360], [-3.16300, 0.00300, -4.48420], [5.96840, 3.39880, 3.87330], [-3.33690, 2.48600, 2.79640], [0.65030, -0.01550, -3.06280], [-2.47100, -1.65540, -0.44320], [-5.54770, -3.19590, 2.92960], [5.54450, 4.07810, 2.75200], [-0.03780, 1.15020, -3.60910], [-4.01210, -3.33000, 1.39200], [-0.31080, -0.97000, 4.73470], [2.81500, 4.43700, -0.04530], [-4.64090, -2.38980, 0.38240], [-5.39380, -4.96780, 1.00620], [5.22870, 2.97130, 4.53300], [-2.83360, 3.02060, -0.38420], [0.65960, 3.36840, -0.21780], [2.76280, 3.56290, 4.29900], [-0.63370, -3.23830, -0.63500], [2.53860, -0.86710, -3.07890], [2.85900, -3.15770, 0.39860], [7.85660, 2.58260, 5.20370], [-2.00730, 1.77850, 1.08550], [0.30780, -0.37340, 4.04620], [2.61360, -0.91090, -5.42880], [-0.97380, -1.26630, -5.49680], [2.42480, -3.81050, 2.41890], [-3.70200, -0.59760, -3.75120], [2.55930, 0.85850, -5.47250], [6.27760, 2.62150, 6.55370], [3.09840, -1.72160, 0.83980], [0.14040, 0.16410, 6.70620], [9.29640, 3.71640, 3.46420], [7.81880, 4.52160, 2.13260], [-4.39560, 1.90310, -1.48830], [1.99040, 3.28530, -0.10340], [-1.05920, 1.15700, -3.22560], [6.03690, 5.52690, 0.86350], [1.83440, 1.63170, 3.07200], [-1.75670, 0.98490, 4.35740], [6.37070, 1.16990, 5.52220], [-4.21830, 1.51810, -2.48800], [0.09620, 4.54710, -0.25760], [-4.32120, -4.79610, 1.06700], [2.51840, 0.89640, -3.11580], [-0.97900, 4.54400, -0.36530], [1.08020, -1.02260, 3.62360], [1.80490, 0.93570, -0.03710], [-6.38620, -0.06730, -2.15700], [5.84410, 2.89350, 0.02020], [-0.24120, -4.54820, -0.98720], [2.03740, 0.00020, -3.51260], [0.43650, -2.55280, -0.11180], [8.24390, 3.83420, 3.24880], [-0.87810, -5.31080, -1.40230], [0.94500, 0.75790, 4.81460], [-0.48330, 0.14960, 2.95050], [-3.86350, -1.58380, -0.47770], [-3.48310, 2.15540, -2.97960], [-3.69500, 0.08530, -2.37780], [-1.03300, 1.00260, -5.56550], [0.04060, -1.27170, -5.08980], [6.95930, 1.92210, 6.05810], [-4.30530, -1.94700, 3.02110], [0.72170, -0.08470, -5.59950], [3.85620, -3.49600, -0.72350], [-4.50380, -0.73490, -1.39680]], "max_force_ev_per_a": 2.47, "homo_energy_ev": -4.623, "spin_multiplicity": 1, "total_charge": -1}

Number 2 is which compound? C53H41Cl4N5O4P2PbS

Copy entry 1 word for word.
{"formula": "C15H13N3O3", "method": "ωB97M-V/def2-TZVPD", "species": ["H", "C", "C", "C", "H", "H", "H", "H", "O", "C", "C", "C", "H", "C", "N", "H", "C", "C", "C", "N", "H", "H", "N", "C", "O", "H", "C", "H", "O", "H", "C", "H", "C", "C"], "xyz": [[-3.81905, 6.15372, 0.31030], [-4.15114, 5.27100, -0.19967], [-3.93829, 3.23530, -0.89309], [3.54012, -2.61234, 0.59470], [0.86877, -0.73016, 1.44901], [-5.86317, 3.08171, -1.90330], [-6.13304, 5.64317, -1.03143], [2.40538, -0.65862, 3.15849], [-0.86332, -2.09342, -1.76897], [-5.16865, 3.66117, -1.33323], [-5.30054, 4.98831, -0.87767], [-3.29713, 1.97160, -1.07148], [4.74441, -3.60687, 2.05368], [2.72312, -1.76297, 1.35050], [-3.76952, 0.94326, -1.70690], [5.37176, -3.69909, 0.40457], [1.50094, -1.35882, 0.83629], [1.87175, -2.65472, -1.14767], [-1.85659, 0.43437, -0.95723], [-0.68512, -0.15128, -0.58956], [3.33941, -2.14317, 3.36311], [1.52226, -3.00201, -2.10741], [-2.85296, -0.03746, -1.63384], [-0.24405, -1.40771, -1.00059], [-2.05862, 1.71658, -0.55685], [-0.07113, 0.42972, -0.03640], [3.16077, -1.29450, 2.70414], [5.50604, -2.19801, 1.32818], [-3.32177, 4.21975, -0.20259], [3.71952, -3.71317, -1.22753], [4.86790, -3.05652, 1.12146], [4.09064, -0.73110, 2.63260], [1.06529, -1.78881, -0.41455], [3.09602, -3.04890, -0.64708]], "max_force_ev_per_a": 1.88, "homo_energy_ev": -8.157, "spin_multiplicity": 1, "de_lowest_kcal_mol": 0.0, "smiles": "Cc1ccc(C(=O)Nc2nnc(-c3ccco3)o2)cc1C"}